C5H9N3 as an isolated structure in a non-equilibrium geometry, computed with ωB97M-V with the def2-TZVPD basis set.

F_max in hartree/bohr: 0.07753
Highest occupied orbital energy in eV: -8.5
HOMO-LUMO gap in Eh: 0.29639
LUMO energy in eV: -0.41
Net charge: 0

Geometry (Å):
C (-2.01, 0.01, -0.84)
C (2.07, -1.33, 0.14)
C (-1.14, 0.31, 0.36)
C (0.71, -0.79, 0.30)
C (0.61, 0.89, -0.51)
N (-0.39, -1.10, 0.75)
N (-1.41, 1.11, 1.31)
N (1.03, 1.97, -0.02)
H (-1.43, 0.69, 2.23)
H (0.62, 2.11, 0.92)
H (0.82, 0.68, -1.56)
H (-1.46, -0.50, -1.63)
H (-2.83, -0.63, -0.52)
H (-2.41, 0.95, -1.21)
H (2.78, -0.69, 0.65)
H (2.10, -2.34, 0.56)
H (2.34, -1.36, -0.92)

---

A 2-piece molecular cluster, C2H5ClIN overall in a non-equilibrium geometry, computed with ωB97M-V with the def2-TZVPD basis set.

F_max in hartree/bohr: 0.08733
Highest occupied orbital energy (alpha / beta) in eV: -9.6 / -8.2
HOMO-LUMO gap (alpha / beta) in Eh: 0.34490 / 0.26616
LUMO energy (alpha / beta) in eV: -0.21 / -1.00
Net charge: 0

Geometry (Å):
C (1.14, -0.73, 1.32)
C (-1.39, 1.43, -1.29)
N (1.23, -0.49, -0.09)
Cl (1.10, -1.96, -0.94)
I (-2.98, 0.33, -2.10)
H (1.35, 0.35, 1.82)
H (0.01, -0.93, 1.49)
H (1.83, -1.43, 1.83)
H (-0.61, 0.91, -0.90)
H (-1.67, 2.51, -1.15)